{
  "formula": "C40H50N7O7PSSn",
  "method": "ωB97M-V/def2-TZVPD",
  "relative_energy_kcal_mol": 63.9,
  "energy_ev": -93009.40732,
  "symbols": ["Sn", "C", "C", "C", "C", "C", "C", "N", "N", "C", "C", "C", "C", "C", "N", "H", "H", "H", "H", "H", "H", "H", "H", "H", "C", "C", "N", "C", "C", "C", "S", "N", "C", "O", "C", "C", "C", "C", "C", "C", "H", "H", "H", "H", "H", "H", "H", "H", "H", "H", "H", "H", "H", "H", "H", "O", "C", "C", "C", "C", "C", "C", "C", "O", "O", "H", "H", "H", "H", "H", "C", "C", "O", "P", "O", "C", "C", "O", "C", "C", "H", "H", "H", "H", "H", "H", "H", "H", "H", "H", "H", "H", "H", "H", "H", "C", "C", "N", "C", "C", "N", "H", "H", "H", "H", "H", "H"],
  "positions_angstrom": [[13.72, 11.10, 12.88], [7.99, 11.48, 11.76], [8.35, 10.27, 11.07], [9.61, 9.79, 11.20], [10.63, 10.63, 11.79], [10.25, 11.80, 12.40], [8.95, 12.19, 12.47], [11.96, 10.28, 11.67], [12.07, 9.16, 10.96], [13.23, 8.55, 11.13], [13.30, 7.19, 10.64], [14.45, 6.50, 10.91], [15.55, 7.18, 11.43], [15.42, 8.50, 11.76], [14.25, 9.14, 11.76], [7.02, 11.87, 11.72], [7.57, 9.76, 10.49], [9.96, 8.84, 10.78], [11.03, 12.40, 12.89], [8.68, 13.05, 13.08], [12.43, 6.75, 10.26], [14.49, 5.43, 10.77], [16.48, 6.69, 11.64], [16.27, 9.06, 12.10], [18.65, 12.37, 16.68], [19.05, 11.44, 15.47], [18.83, 11.99, 14.07], [19.75, 13.04, 13.67], [19.06, 14.37, 13.38], [17.73, 11.65, 13.26], [16.42, 10.82, 14.06], [17.89, 11.98, 12.03], [16.92, 11.90, 11.15], [15.70, 11.63, 11.34], [17.38, 12.29, 9.74], [16.45, 12.19, 8.69], [16.99, 12.50, 7.41], [18.26, 13.04, 7.18], [19.16, 13.08, 8.25], [18.71, 12.70, 9.50], [19.08, 11.85, 17.57], [17.57, 12.43, 16.87], [19.16, 13.30, 16.53], [18.47, 10.48, 15.49], [20.14, 11.21, 15.69], [20.27, 12.71, 12.75], [20.52, 13.13, 14.45], [18.52, 14.38, 12.42], [19.84, 15.18, 13.36], [18.24, 14.65, 14.08], [15.49, 11.73, 8.86], [16.37, 12.22, 6.54], [18.49, 13.31, 6.17], [20.12, 13.43, 8.08], [19.38, 12.65, 10.37], [11.98, 11.62, 17.87], [12.25, 10.32, 17.90], [12.26, 9.58, 19.10], [12.26, 8.20, 19.08], [12.35, 7.55, 17.85], [12.48, 8.27, 16.67], [12.62, 9.66, 16.70], [12.86, 10.34, 15.40], [13.39, 9.61, 14.50], [12.62, 11.56, 15.18], [11.62, 11.94, 18.71], [12.23, 10.08, 20.09], [12.23, 7.70, 20.00], [12.46, 6.49, 17.87], [12.69, 7.75, 15.72], [10.68, 13.83, 8.06], [11.91, 13.90, 8.92], [11.81, 15.09, 9.77], [11.96, 15.10, 11.41], [12.54, 16.62, 11.65], [13.93, 17.04, 11.72], [14.64, 16.73, 10.43], [10.41, 15.34, 11.89], [9.78, 16.64, 11.60], [8.38, 16.57, 12.23], [10.73, 12.95, 7.42], [10.60, 14.78, 7.51], [9.78, 13.72, 8.66], [12.82, 14.06, 8.32], [11.94, 13.01, 9.52], [14.43, 16.55, 12.56], [13.92, 18.07, 11.90], [15.01, 15.69, 10.34], [15.57, 17.32, 10.32], [13.99, 16.96, 9.58], [9.79, 16.78, 10.49], [10.45, 17.43, 12.05], [7.71, 15.86, 11.64], [7.89, 17.52, 12.16], [8.51, 16.27, 13.31], [12.63, 14.98, 15.90], [13.90, 15.75, 15.83], [14.58, 16.08, 14.72], [15.67, 16.83, 15.16], [15.72, 16.88, 16.54], [14.54, 16.20, 16.96], [12.83, 13.92, 16.06], [12.13, 15.08, 14.93], [12.09, 15.33, 16.79], [16.38, 17.09, 14.37], [16.39, 17.40, 17.18], [14.16, 16.10, 17.90]]
}